No. 1
A single C4H9NO molecule, computed with ωB97M-V/def2-TZVPD.

Electronic energy: -7826.9625 eV
Highest occupied orbital energy (spin up / spin down): -8.79 / -8.79 eV
Total charge: 0
Frontier orbital gap (spin up / spin down): 0.2784 / 0.2974 hartree
Strongest force on any atom: 0.74 eV/Å
ΔE to the lowest compared entry with this formula, charge and spin: 123.55 kcal per mole

XYZ file:
```
15
Properties=species:S:1:pos:R:3:forces:R:3
C -0.885247 1.202619 0.130772 0.000 0.153 0.031
N -0.475792 -0.167744 0.330205 0.056 -0.094 0.131
C -1.381104 -1.158358 -0.219987 -0.079 -0.104 -0.019
C 0.888120 -0.429954 0.024727 0.126 0.603 -0.396
O 1.406009 -1.595334 0.189690 -0.146 -0.661 -0.045
C 1.987687 0.471154 0.450175 0.388 0.537 0.335
H -1.907213 1.331227 0.500793 0.157 -0.010 -0.070
H -0.225355 1.864802 0.704984 -0.136 -0.080 -0.113
H -0.864443 1.518497 -0.929970 0.000 -0.072 0.148
H -1.565008 -1.021653 -1.301277 0.053 0.011 0.139
H -2.340344 -1.099343 0.304885 0.143 -0.018 -0.090
H -0.952806 -2.149352 -0.054460 -0.105 0.134 -0.049
H 2.722834 0.039006 1.124106 -0.114 0.055 -0.093
H 2.307326 1.315279 -0.158775 -0.154 -0.107 0.117
H 1.171334 -0.063064 -1.064169 -0.191 -0.347 -0.026
```
Forces are in eV/Å.

Mulliken atomic charge list, values in e, 6 entries: number 1, C, carries -0.95; number 2, N, carries -0.04; number 3, C, carries -0.99; number 4, C, carries 0.83; number 5, O, carries -0.57; number 6, C, carries -0.89


No. 2
A single C5H7ClOS molecule at a distorted geometry, computed with ωB97M-V/def2-TZVPD.

Electronic energy: -30702.3969 eV
Highest occupied orbital energy: -8.60 eV
Total charge: 0
Frontier orbital gap: 0.3345 hartree
Strongest force on any atom: 3.00 eV/Å
ΔE to the lowest compared entry with this formula, charge and spin: 22.56 kcal per mole
SMILES: C/C(=C/Cl)SCC=O

XYZ file:
```
15
Properties=species:S:1:pos:R:3:forces:R:3
C 0.713182 -1.097777 0.823063 1.904 -0.242 -1.157
C 0.855074 -0.526643 -0.579023 0.700 0.364 0.715
C -1.805308 0.354179 -0.144394 1.750 -2.066 1.300
C -1.386280 1.572459 0.590265 -0.107 -0.161 2.954
C 2.042663 -0.334055 -1.180079 1.057 -0.595 1.792
H 0.299751 -0.427153 1.543973 -0.488 0.473 0.253
H 1.722551 -1.374217 1.173074 -0.351 0.095 -0.064
H 0.160093 -2.000801 0.723150 -0.734 -0.770 0.327
H -1.880721 -0.483740 0.594926 -0.004 0.657 -0.631
H -2.761190 0.484543 -0.581258 -0.814 0.233 -0.794
H -1.561460 2.493286 0.088989 0.221 1.212 -0.826
H 3.061044 -0.632394 -0.713265 -2.093 0.489 -0.768
O -1.046024 1.597112 1.777474 -0.295 -0.343 -2.267
S -0.598578 -0.133330 -1.466830 -1.005 0.537 -0.091
Cl 2.185203 0.508530 -2.650066 0.259 0.118 -0.742
```
Forces are in eV/Å.

Mulliken atomic charge list, values in e, 6 entries: number 1, C, carries -1.34; number 2, C, carries 0.64; number 3, C, carries -0.59; number 4, C, carries 0.02; number 5, C, carries -0.33; number 6, H, carries 0.33


No. 3
A molecular structure, C35H49BN10S4Tl, computed with ωB97M-V/def2-TZVPD.

Electronic energy: -100681.6328 eV
Highest occupied orbital energy: -15.92 eV
Total charge: +3
Frontier orbital gap: 0.2653 hartree
Strongest force on any atom: 0.47 eV/Å
ΔE to the lowest compared entry with this formula, charge and spin: 0.00 kcal per mole

XYZ file:
```
100
Properties=species:S:1:pos:R:3:forces:R:3
Tl -0.653371 -2.274945 1.930230 0.105 0.138 -0.234
C 3.537226 0.105870 2.600450 -0.043 0.019 -0.054
C 2.946080 0.315534 1.240350 0.047 -0.033 0.168
C 3.709218 0.629430 0.155979 0.054 0.023 -0.074
C 3.124565 0.848054 -1.115678 0.066 -0.037 -0.017
N 1.849446 0.613056 -1.308264 -0.007 -0.062 0.060
N 1.102689 0.266806 -0.243418 -0.156 0.010 -0.102
B -0.372969 0.032310 -0.591481 0.053 0.271 0.185
N -0.767005 -1.352675 -1.102203 0.143 0.107 -0.081
N -0.705359 -0.367894 -2.030739 0.073 -0.065 0.135
C -1.053966 -0.516955 -3.275572 -0.132 -0.044 -0.100
C -1.421842 -1.849400 -3.630191 0.047 0.055 -0.088
C -1.466206 -2.870801 -2.733545 -0.002 -0.145 0.070
C -1.861189 -4.254272 -3.129912 -0.036 0.021 0.074
C -1.147143 -2.594357 -1.340338 -0.118 0.035 -0.228
S -1.308624 -3.777669 -0.152376 -0.034 -0.220 0.417
C -1.110841 0.637998 -4.236632 -0.020 0.098 -0.033
C -2.557863 0.730289 -4.762313 0.032 -0.020 0.006
C -0.153139 0.352109 -5.405857 -0.024 0.011 0.007
C -0.739346 1.943700 -3.534602 0.001 -0.057 0.031
N -1.345000 0.964553 0.099695 0.069 -0.222 -0.065
N -0.896595 2.209468 -0.156425 0.023 0.001 0.060
C -1.583656 3.221682 0.290577 -0.029 0.108 0.014
C -2.784148 3.000224 1.018794 0.006 0.038 -0.028
C -3.229084 1.741147 1.285182 -0.093 -0.004 0.091
C -4.493396 1.492639 2.048997 0.039 -0.015 -0.049
C -2.433057 0.652123 0.812080 -0.166 -0.042 -0.018
S -2.892767 -0.984335 1.113200 -0.051 0.138 0.046
C -1.081705 4.619267 -0.015614 -0.009 0.012 0.007
C -0.977736 5.413799 1.295147 0.011 -0.029 0.001
C 0.288335 4.572310 -0.692554 -0.018 -0.056 -0.007
C -2.099906 5.287950 -0.954451 -0.016 -0.021 0.008
C 1.550778 0.182158 1.016033 0.027 0.086 -0.025
S 0.447877 0.016631 2.353668 0.129 -0.299 0.039
C 3.971440 1.360346 -2.266891 0.005 -0.010 0.057
C 5.071889 0.333262 -2.569869 0.016 -0.048 0.023
C 4.602849 2.692041 -1.824463 0.002 0.008 -0.002
C 3.132789 1.596658 -3.516227 -0.026 -0.012 -0.016
H 4.618391 0.219062 2.566166 -0.011 0.001 -0.002
H 3.294521 -0.893093 2.966309 -0.011 0.003 -0.001
H 3.133315 0.819288 3.318966 -0.006 0.018 -0.011
H 4.783094 0.715458 0.267103 -0.042 0.076 -0.011
H -1.682167 -2.043890 -4.661399 -0.009 0.008 -0.008
H -1.969566 -4.338385 -4.207957 0.003 0.012 0.002
H -2.810350 -4.523551 -2.659227 0.011 0.019 0.002
H -1.123009 -4.979279 -2.783735 0.019 0.011 -0.024
H -2.852615 -0.154800 -5.327501 0.003 0.016 0.013
H -2.622593 1.584910 -5.435866 -0.010 -0.012 0.004
H -3.273390 0.883262 -3.951273 0.029 -0.003 -0.016
H -0.426685 -0.553286 -5.950206 0.007 0.024 0.015
H 0.878434 0.258721 -5.067614 -0.008 0.007 0.007
H -0.207063 1.185033 -6.106882 0.010 -0.022 -0.006
H -1.473170 2.199038 -2.764600 0.046 -0.008 -0.057
H -0.727448 2.751621 -4.266334 0.000 -0.018 0.015
H 0.245600 1.883018 -3.068462 -0.044 0.011 -0.015
H -3.353775 3.850497 1.372215 0.029 0.001 -0.018
H -4.931556 2.431624 2.379872 0.010 -0.012 -0.009
H -4.307932 0.860502 2.918198 0.003 0.013 -0.004
H -5.222411 0.965273 1.431355 0.023 0.001 -0.006
H -0.293384 4.931572 1.996673 -0.010 0.018 -0.007
H -1.944323 5.542246 1.785008 0.020 -0.005 -0.014
H -0.590958 6.409406 1.078435 -0.009 -0.003 0.010
H 1.028002 4.080231 -0.055919 -0.012 0.024 -0.024
H 0.624351 5.591429 -0.881242 0.001 -0.006 -0.006
H 0.248013 4.040925 -1.646035 0.011 0.031 0.047
H -3.083667 5.384028 -0.489868 0.027 -0.002 -0.020
H -2.209434 4.723813 -1.883753 0.002 0.024 0.012
H -1.755291 6.290947 -1.207137 -0.012 -0.011 0.012
H 5.725567 0.158915 -1.712708 -0.017 0.007 -0.030
H 5.695814 0.705152 -3.382797 -0.009 -0.010 0.012
H 4.645283 -0.623442 -2.879926 0.016 0.026 0.000
H 5.264889 2.574731 -0.964456 -0.018 0.006 -0.027
H 3.836206 3.429615 -1.575290 0.022 -0.016 -0.007
H 5.200823 3.091903 -2.643911 -0.007 -0.006 0.023
H 2.666572 0.672246 -3.858618 -0.006 0.012 -0.005
H 3.776577 1.968915 -4.313417 -0.012 -0.016 0.018
H 2.354380 2.340003 -3.337037 0.020 -0.014 -0.023
C 0.115618 -5.550397 5.332587 -0.043 0.067 0.021
C -0.252495 -4.372412 4.487888 -0.020 -0.048 0.178
N 0.122955 -4.200735 3.281878 -0.005 -0.143 -0.266
N 0.882425 -5.144522 2.649034 0.025 0.101 -0.023
C 1.688996 -4.781819 1.622621 0.023 0.041 -0.017
N 2.361724 -5.759117 1.031834 0.031 -0.028 -0.017
S 1.871928 -3.172109 1.130176 0.105 0.057 0.020
C -1.112931 -3.275523 5.020195 0.009 -0.074 -0.024
C -1.525841 -3.236755 6.336049 -0.049 -0.004 0.122
C -2.312113 -2.173239 6.770867 -0.002 -0.024 0.036
C -2.657257 -1.180029 5.877391 -0.009 -0.003 0.010
C -2.210750 -1.289669 4.568811 0.008 0.008 0.064
N -1.466171 -2.310783 4.156750 -0.096 0.145 -0.164
H 1.073570 -5.972081 5.034309 0.010 -0.002 -0.022
H -0.653462 -6.324654 5.259246 0.006 0.007 -0.015
H 0.201555 -5.279706 6.381506 0.002 0.014 -0.032
H 0.824055 -6.109934 2.942078 -0.042 -0.017 0.030
H 2.318151 -6.721391 1.332625 0.014 -0.001 0.010
H 3.002559 -5.531561 0.288560 -0.014 0.008 -0.004
H -1.249218 -4.013594 7.032538 -0.014 0.000 -0.021
H -2.645656 -2.132668 7.799246 0.006 0.000 -0.006
H -3.268442 -0.339823 6.175934 0.018 -0.006 -0.015
H -2.467511 -0.549247 3.819978 0.010 -0.038 0.012
```
Forces are in eV/Å.

Mulliken atomic charge list, values in e, 6 entries: number 1, Tl, carries 0.94; number 2, C, carries -1.71; number 3, C, carries 0.23; number 4, C, carries -0.43; number 5, C, carries -0.08; number 6, N, carries -0.34